# 1
C24H23BrClN4O7P2Ru as an isolated structure. Source: the Open Molecules 2025 dataset; level of theory: ωB97M-V/def2-TZVPD.

Summary:
**Charge**: +1
**LUMO (alpha / beta)**: -5.77 / -5.60 eV
**Orbital gap (alpha / beta)**: 0.14012 / 0.14944 hartree

Atoms and positions in Å:
Ru: -0.36 1.56 -1.46
Br: 0.33 -6.14 3.81
C: 0.93 -4.38 4.16
C: 2.22 -4.18 4.65
C: 2.68 -2.90 4.86
C: 1.84 -1.79 4.59
C: 0.51 -2.03 4.14
C: 0.08 -3.31 3.91
N: 2.30 -0.55 4.72
N: 1.69 0.54 4.56
C: 1.26 1.13 3.46
C: 0.39 2.24 3.59
C: -0.29 2.77 2.52
C: -0.15 2.21 1.23
O: -0.75 2.66 0.17
C: 0.78 1.15 1.06
N: 0.95 0.72 -0.21
C: 1.88 -0.17 -0.50
C: 2.75 -0.65 0.48
C: 2.58 -0.25 1.80
C: 1.56 0.64 2.13
H: 2.86 -5.03 4.84
H: 3.68 -2.72 5.21
H: -0.14 -1.19 3.96
H: -0.91 -3.49 3.52
H: 0.25 2.63 4.58
H: -0.96 3.60 2.65
H: 1.95 -0.51 -1.52
H: 3.55 -1.32 0.20
H: 3.27 -0.59 2.56
N: -0.67 -3.37 -1.99
C: -1.39 -2.15 -2.46
C: -2.61 -2.46 -3.29
P: -0.07 -1.20 -3.39
O: -0.55 -1.37 -4.90
O: 1.18 -1.96 -3.12
O: -0.08 0.28 -3.10
P: -1.75 -1.24 -0.85
O: -3.15 -1.90 -0.41
O: -0.67 -1.68 0.05
O: -1.99 0.24 -1.06
H: -1.11 -4.25 -2.24
H: -0.57 -3.25 -0.96
H: 0.31 -3.26 -2.41
H: -2.34 -3.00 -4.20
H: -3.08 -1.52 -3.58
H: -3.33 -3.05 -2.71
H: 0.19 -1.28 -5.50
H: -3.92 -1.42 -0.72
Cl: -3.88 5.85 -2.20
C: -2.40 4.98 -2.27
C: -1.29 5.47 -1.56
C: -0.11 4.78 -1.59
C: 0.02 3.60 -2.36
C: 1.19 2.76 -2.28
C: -1.11 3.13 -3.11
C: -2.31 3.83 -3.04
H: -1.39 6.38 -1.00
H: 0.75 5.14 -1.04
H: 2.01 3.13 -1.68
H: 1.51 2.27 -3.20
H: -0.98 2.37 -3.88
H: -3.16 3.51 -3.62

These are the Mulliken partial charges, in e, on atoms 1 to 6:
1. Ru 0.8499
2. Br -0.0985
3. C 0.1583
4. C -0.4434
5. C -0.2050
6. C 0.1475

# 2
C24H23CeCl2N7O7S3 as an isolated structure. Source: the Open Molecules 2025 dataset; level of theory: ωB97M-V/def2-TZVPD.

Summary:
**Charge**: +2
**LUMO**: -7.37 eV
**Relative energy (zero: lowest compared OMol25 entry of this formula, charge and spin)**: 0.00 kJ/mol
**Orbital gap**: 0.20014 hartree

Atoms and positions in Å:
Ce: -0.03 0.05 -0.93
O: 1.19 -4.05 -2.38
C: 0.50 -3.16 -1.73
O: 0.54 -1.97 -2.01
C: -0.37 -3.75 -0.64
O: -0.87 -2.74 0.21
C: -2.28 -2.50 0.16
C: -2.45 -1.77 -1.16
O: -2.64 -2.35 -2.20
O: -2.13 -0.47 -1.08
H: 1.70 -3.63 -3.10
H: 0.25 -4.44 -0.06
H: -1.16 -4.32 -1.13
H: -2.50 -1.87 1.01
H: -2.90 -3.40 0.17
N: 0.42 3.59 0.61
C: 0.18 3.61 -0.72
N: 0.00 2.53 -1.47
C: -0.11 2.89 -2.81
C: -0.09 4.22 -3.05
S: 0.11 5.09 -1.58
C: -0.18 1.84 -3.82
C: 0.01 2.01 -5.14
S: -0.29 0.53 -5.97
C: -0.63 -0.23 -4.47
N: -0.49 0.55 -3.40
N: -1.02 -1.52 -4.42
H: 0.93 2.79 0.95
H: 0.67 4.46 1.05
H: -0.20 4.73 -3.99
H: 0.30 2.90 -5.67
H: -1.25 -1.95 -5.30
H: -1.64 -1.78 -3.65
Cl: 3.60 3.41 -1.12
C: 3.88 1.69 -0.79
Cl: 4.73 1.42 0.72
C: 2.52 1.04 -0.77
O: 2.11 0.40 -1.78
O: 1.72 1.16 0.20
H: 4.46 1.28 -1.61
S: 2.14 -1.78 0.68
C: 1.99 -2.66 2.14
N: 3.12 -3.22 2.64
C: 3.20 -3.95 3.77
C: 2.08 -4.17 4.52
C: 0.88 -3.62 4.06
C: 0.82 -2.88 2.90
H: 3.97 -3.06 2.10
H: 4.19 -4.33 4.01
H: 2.14 -4.76 5.42
H: -0.03 -3.78 4.62
H: -0.11 -2.48 2.55
N: -0.63 1.52 3.39
C: -0.17 0.66 2.46
N: -0.86 0.71 1.34
C: -1.84 1.70 1.54
C: -2.82 2.19 0.68
C: -3.61 3.22 1.16
C: -3.45 3.73 2.46
C: -2.50 3.23 3.32
C: -1.70 2.21 2.83
H: -0.26 1.62 4.32
H: 0.69 0.02 2.62
H: -2.97 1.79 -0.31
H: -4.38 3.63 0.52
H: -4.10 4.53 2.79
H: -2.39 3.63 4.33

These are the Mulliken partial charges, in e, on atoms 1 to 6:
1. Ce 0.4461
2. O -0.4657
3. C 0.4730
4. O -0.2883
5. C -0.6796
6. O -0.0902

# 3
C24H23Cl2FN3O12P2Pt as an isolated structure. Source: the Open Molecules 2025 dataset; level of theory: ωB97M-V/def2-TZVPD.

Summary:
**2S+1**: 5
**Charge**: +1
**LUMO (alpha / beta)**: -3.34 / -4.48 eV
**Relative energy (zero: lowest compared OMol25 entry of this formula, charge and spin)**: 0.00 kJ/mol
**Orbital gap (alpha / beta)**: 0.24093 / 0.24158 hartree
**Expectation value of S²**: 6.04

Atoms and positions in Å:
Pt: -0.03 0.53 -3.13
F: -2.69 0.72 3.24
C: -1.41 0.47 2.88
C: -1.04 0.70 1.59
C: 0.29 0.49 1.20
C: 0.66 0.71 -0.20
O: -0.22 1.12 -0.97
C: 2.03 0.46 -0.52
C: 2.87 0.06 0.47
N: 2.52 -0.20 1.75
C: 3.52 -0.64 2.70
C: 3.45 -2.04 3.22
C: 4.53 -1.65 2.26
C: 1.21 0.02 2.15
C: 0.80 -0.23 3.46
C: -0.52 -0.02 3.84
N: -0.90 -0.32 5.17
C: -0.19 0.30 6.27
C: 0.08 -0.79 7.32
N: -0.99 -1.85 7.17
C: -2.33 -1.21 6.91
C: -2.29 -0.59 5.51
C: 2.70 0.63 -1.87
O: 3.89 0.83 -1.91
O: 1.99 0.41 -2.95
H: -1.75 1.06 0.86
H: 3.92 -0.08 0.23
H: 3.84 0.14 3.37
H: 2.66 -2.67 2.83
H: 3.71 -2.21 4.25
H: 4.46 -2.03 1.25
H: 5.54 -1.52 2.63
H: 1.50 -0.63 4.17
H: -0.78 1.11 6.71
H: 0.74 0.72 5.94
H: 0.04 -0.43 8.34
H: 1.03 -1.30 7.15
H: -1.02 -2.45 7.99
H: -0.75 -2.42 6.36
H: -2.46 -0.47 7.70
H: -3.10 -1.97 7.01
H: -2.93 0.30 5.52
H: -2.71 -1.28 4.78
Cl: -1.77 3.80 -9.53
C: -1.10 2.80 -8.31
C: -0.75 1.49 -8.61
C: -0.22 0.70 -7.62
Cl: 0.17 -0.92 -7.92
C: -0.01 1.19 -6.25
O: 0.46 0.42 -5.41
C: -0.39 2.58 -6.01
C: -0.25 3.27 -4.73
O: 0.07 2.81 -3.65
C: -0.90 3.34 -7.03
H: -0.92 1.09 -9.60
H: -0.47 4.35 -4.78
H: -1.17 4.37 -6.86
O: -4.21 -0.08 -4.17
P: -2.72 0.16 -4.66
O: -2.60 0.68 -6.03
O: -2.08 0.93 -3.49
O: -2.05 -1.32 -4.64
P: -1.30 -2.26 -3.57
O: 0.04 -2.63 -4.36
O: -2.09 -3.41 -3.16
O: -0.79 -1.28 -2.47
H: -4.76 -0.43 -4.88
H: -0.06 -3.42 -4.90

These are the Mulliken partial charges, in e, on atoms 1 to 6:
1. Pt 2.3402
2. F -0.3369
3. C 0.2872
4. C -0.6365
5. C 0.3858
6. C 2.0929

# 4
C24H23Cl2N7O2PSr as an isolated structure. Source: the Open Molecules 2025 dataset; level of theory: ωB97M-V/def2-TZVPD.

Summary:
**Charge**: +1
**LUMO**: -3.32 eV
**Relative energy (zero: lowest compared OMol25 entry of this formula, charge and spin)**: 70.43 kJ/mol
**Orbital gap**: 0.25348 hartree

Atoms and positions in Å:
Sr: 11.19 13.15 7.96
Cl: 9.70 12.04 14.87
C: 10.67 11.98 13.41
C: 10.00 11.76 12.20
C: 10.79 11.84 11.04
N: 10.28 11.77 9.71
C: 9.77 10.63 9.38
O: 9.67 9.61 10.08
C: 9.18 10.54 8.00
C: 8.45 9.42 7.62
C: 7.95 9.33 6.36
C: 8.22 10.38 5.43
C: 8.98 11.45 5.87
N: 9.43 11.52 7.14
C: 12.13 12.23 11.07
C: 12.76 12.34 12.31
C: 12.03 12.17 13.46
Cl: 12.88 12.28 14.97
N: 12.78 12.43 9.82
C: 13.98 11.85 9.65
O: 14.61 11.00 10.30
C: 14.59 12.22 8.32
C: 15.81 11.70 8.09
C: 16.36 11.93 6.79
C: 15.63 12.60 5.86
C: 14.40 13.21 6.25
N: 13.85 12.95 7.46
H: 8.95 11.51 12.14
H: 8.29 8.65 8.37
H: 7.46 8.48 5.93
H: 7.90 10.43 4.40
H: 9.14 12.36 5.25
H: 13.80 12.56 12.35
H: 16.27 11.17 8.91
H: 17.35 11.51 6.52
H: 15.96 12.84 4.85
H: 13.70 13.67 5.53
C: 10.51 7.16 11.97
N: 11.30 8.43 11.79
C: 11.82 8.85 13.13
N: 12.51 7.74 13.80
C: 11.83 6.51 13.80
N: 11.26 6.11 12.51
C: 12.31 5.67 11.51
P: 13.69 7.05 11.32
C: 12.46 8.33 10.76
C: 13.80 7.54 13.12
H: 10.15 6.91 10.91
H: 9.58 7.46 12.52
H: 10.56 9.18 11.44
H: 11.04 9.24 13.84
H: 12.57 9.68 13.05
H: 10.92 6.55 14.38
H: 12.42 5.71 14.19
H: 11.95 5.44 10.54
H: 12.71 4.71 11.82
H: 11.96 8.20 9.84
H: 13.07 9.30 10.79
H: 14.60 8.30 13.21
H: 14.21 6.62 13.48

These are the Mulliken partial charges, in e, on atoms 1 to 6:
1. Sr 1.8910
2. Cl -0.1687
3. C 0.2131
4. C -0.1797
5. C -0.5604
6. N -0.7871

Among the records above, which one has the highest charge? C24H23CeCl2N7O7S3